No. 1
Below is an isolated ion of composition C3H7O and charge +1 at a distorted geometry, with properties calculated with ωB97M-V/def2-TZVPD.

For the HOMO energy, the calculation gives -17.875 eV. The calculation puts the total energy at -193.3675 Eh. The net charge is +1.

Each line ends with the natural charge from an NBO analysis.
Positions of all 11 atoms, in Å:
C 1.13155 0.50935 -0.28461  -0.0559
C 0.73531 -0.04521 1.00970  -0.0756
C -1.29612 -0.30617 -0.51501  -0.2812
O -0.31013 0.57923 0.10742  -0.3019
H 1.71063 1.44933 -0.26333  0.2649
H 1.25845 -0.14376 -1.12686  0.2396
H 0.68826 -1.03991 1.41465  0.2582
H 0.77827 0.57838 1.87147  0.2388
H -1.92316 -0.85523 0.13498  0.2394
H -1.99558 0.35106 -1.15760  0.2561
H -0.77748 -1.07707 -1.19081  0.2177



No. 2
Below is a 3-piece molecular cluster, C3H7O2 overall at a distorted geometry, with properties calculated with ωB97M-V/def2-TZVPD.

For the HOMO energy, the calculation gives -2.259 eV. The calculation puts the total energy at -268.8920 Eh. The net charge is -1.

Each line ends with the natural charge from an NBO analysis.
Positions of all 12 atoms, in Å:
C -1.02895 -1.48472 0.53001  0.2255
O -2.05667 -0.95478 0.88383  -0.5367
H -0.12272 -0.81069 0.62028  0.1966
H -1.03955 -2.22523 -0.27157  0.0910
H -4.32992 -0.88854 3.29632  0.0266
C 2.59247 1.87867 -1.67730  -0.7879
C 1.81276 0.76584 -1.36376  0.2474
O 0.85239 0.78717 -0.55637  -0.8127
H 3.32187 1.80710 -2.49187  0.1600
H 2.26964 2.87631 -1.28845  0.1735
H 2.26067 -0.34956 -1.46954  0.0435
H -4.53199 -1.40157 3.78841  -0.0267



No. 3
Below is a 3-piece molecular cluster, C3H7O2 overall at a distorted geometry, with properties calculated with ωB97M-V/def2-TZVPD.

For the HOMO energy, the calculation gives -2.626 eV. The calculation puts the total energy at -268.8912 Eh. The net charge is -1.

Each line ends with the natural charge from an NBO analysis.
Positions of all 12 atoms, in Å:
C -0.90024 -0.50131 1.37608  0.2450
O -1.13836 -0.74818 2.59170  -0.5972
H -0.59711 0.52267 1.07587  0.2177
H -0.75455 -1.39584 0.72235  0.1051
H 3.30129 -1.42760 3.21692  0.0110
C -0.84026 0.35174 -2.43213  -0.7805
C -0.18460 1.33142 -1.71864  0.2346
O -0.29049 1.69890 -0.44839  -0.8341
H -0.41440 0.02016 -3.36311  0.1589
H -1.96611 0.07801 -2.51106  0.1700
H 0.55488 1.88629 -2.30387  0.0806
H 3.22996 -1.81626 3.79428  -0.0110



> Which formula does entry 3 have?

C3H7O2